Molecular formula: C5H14N2
Method: DFT, ωB97M-V with the def2-TZVPD basis set

Structure (XYZ):
```
21
Properties=species:S:1:pos:R:3:forces:R:3
C -2.49138 -0.14161 0.18387 0.46 -1.15 -0.32
C -0.98623 0.13937 0.30314 -3.33 4.13 1.72
C -0.05613 -0.90842 -0.15597 2.46 -0.81 0.12
C 1.46732 -0.64085 -0.25066 -2.60 -0.98 2.18
C 2.26057 -0.85419 -1.36318 0.97 -0.42 -0.32
N 2.06343 -0.41996 1.10157 0.76 1.01 -0.45
N -1.05261 1.93625 -0.33752 1.31 -0.80 -3.26
H -3.02072 0.79863 0.23484 -0.30 -0.11 0.14
H -2.85976 -0.80571 0.97572 0.32 0.15 0.24
H -2.74380 -0.69696 -0.73171 0.13 0.46 -0.02
H -0.75334 0.58670 1.27792 0.10 -0.65 -0.12
H -0.43465 -1.55496 -0.94603 0.15 0.27 -0.42
H -0.06889 -1.51595 0.79956 -0.42 -0.04 -0.81
H 3.33440 -1.04848 -1.23488 -0.11 0.13 -0.42
H 1.77229 -0.93556 -2.32834 0.17 0.06 -0.34
H 1.93454 0.59864 1.28430 0.35 -0.14 0.36
H 1.64996 -0.90609 1.91796 -0.39 -0.21 -0.35
H 3.08264 -0.60884 1.19036 -0.03 0.13 -0.31
H -1.80179 2.29731 -0.95507 -1.28 -0.93 0.87
H -0.85658 2.78416 0.21304 0.55 -0.61 0.51
H -0.43927 1.89654 -1.17893 0.74 0.50 1.00
```
Forces are in eV/Å.

2S+1: 2
Gap between HOMO and LUMO (alpha / beta): 9.62 / 5.66 eV
⟨S²⟩: 0.752
Highest occupied orbital energy (alpha / beta): -0.8915 / -0.8910 Ha
Calculated total energy: -8354.0946 eV
Total charge: +3

natural (NBO) population analysis, charges in e, atoms 1 to 6: atom 1 (C): -0.667, atom 2 (C): 0.129, atom 3 (C): -0.565, atom 4 (C): 0.430, atom 5 (C): 0.055, atom 6 (N): -0.758